# 1
Molecular formula: C66H134F12N6O16S2
Method: DFT, ωB97M-V with the def2-TZVPD basis set

Geometry as XYZ:
```
236
Properties=species:S:1:pos:R:3:mulliken_charge:R:1
C 0.85 7.30 -0.90 -1.413
C 1.70 7.15 0.37 0.267
C 3.25 7.15 0.13 -0.829
N 4.15 7.52 1.39 0.388
C 5.70 7.44 1.00 -0.571
C 6.62 7.48 2.30 -0.761
C 6.19 6.52 3.39 -0.841
C 4.74 6.80 3.82 -0.501
C 3.70 6.70 2.69 -0.732
C 3.93 9.05 1.76 -1.026
H 1.07 6.43 -1.51 0.187
H 1.07 8.16 -1.53 0.412
H -0.20 7.19 -0.63 0.393
H 1.55 6.16 0.79 -0.033
H 1.42 8.00 1.00 0.304
H 3.63 7.87 -0.59 0.460
H 3.46 6.14 -0.25 0.418
H 5.88 6.47 0.53 0.394
H 5.92 8.29 0.36 0.398
H 7.62 7.19 2.00 0.420
H 6.74 8.52 2.63 0.327
H 6.26 5.51 3.00 0.260
H 6.93 6.44 4.19 0.457
H 4.42 6.12 4.61 0.380
H 4.73 7.77 4.31 0.302
H 3.59 5.65 2.42 0.309
H 2.71 6.97 3.04 0.519
H 2.87 9.27 1.93 0.319
H 4.30 9.76 1.02 0.357
H 4.50 9.23 2.67 0.484
C 2.61 -4.29 3.01 -1.051
C 2.68 -2.89 2.39 1.186
C 4.01 -2.18 2.48 -1.284
N 4.08 -0.76 1.90 0.867
C 5.45 -0.14 2.34 -0.591
C 6.65 -0.84 1.58 -0.708
C 6.43 -0.90 0.09 -0.764
C 5.10 -1.44 -0.36 -0.340
C 3.89 -0.81 0.36 -0.261
C 3.11 0.21 2.50 -1.218
H 2.91 -4.47 4.04 0.433
H 3.11 -5.08 2.45 0.337
H 1.55 -4.53 3.17 -0.175
H 2.00 -2.17 2.84 0.283
H 2.37 -2.93 1.35 -0.619
H 4.73 -2.80 1.94 0.370
H 4.32 -2.18 3.52 0.362
H 5.46 -0.30 3.42 0.420
H 5.30 0.92 2.11 0.397
H 6.77 -1.85 1.99 0.326
H 7.60 -0.38 1.83 0.471
H 7.24 -1.46 -0.37 0.405
H 6.43 0.11 -0.33 0.325
H 5.15 -2.52 -0.23 0.150
H 4.82 -1.26 -1.40 0.106
H 2.92 -1.25 0.13 0.044
H 3.78 0.25 0.16 0.459
H 3.30 1.17 2.01 0.620
H 3.18 0.15 3.58 0.458
H 2.04 0.12 2.29 -0.058
C -1.21 -5.88 -5.04 -1.496
C -0.27 -5.00 -5.93 -0.811
C 0.27 -3.85 -5.15 1.122
N 1.23 -2.91 -5.93 0.781
C 1.19 -1.52 -5.21 -0.188
C 2.26 -0.53 -5.70 -0.744
C 3.73 -1.24 -5.67 -0.389
C 3.82 -2.55 -6.44 -0.752
C 2.70 -3.52 -5.92 -0.501
C 0.72 -2.78 -7.40 -1.143
H -2.11 -5.44 -4.60 0.292
H -0.74 -6.44 -4.22 0.433
H -1.55 -6.66 -5.71 0.428
H -0.83 -4.62 -6.78 0.505
H 0.60 -5.52 -6.32 0.416
H 0.82 -4.20 -4.27 -0.271
H -0.52 -3.15 -4.86 -0.509
H 1.31 -1.71 -4.14 -0.146
H 0.23 -1.02 -5.33 0.411
H 2.35 0.32 -5.01 0.402
H 2.06 -0.08 -6.67 0.408
H 3.94 -1.38 -4.61 -0.132
H 4.49 -0.52 -5.98 0.454
H 4.80 -2.99 -6.23 0.478
H 3.77 -2.47 -7.53 0.323
H 3.01 -3.77 -4.90 0.175
H 2.63 -4.45 -6.49 0.491
H 0.70 -3.78 -7.82 0.364
H 1.39 -2.06 -7.88 0.492
H -0.22 -2.26 -7.23 0.295
C -3.12 -0.80 4.44 -1.993
C -3.27 0.64 3.99 1.165
C -4.67 0.89 3.44 -0.813
N -4.94 2.35 3.03 0.481
C -6.38 2.37 2.42 -0.644
C -6.79 3.68 1.85 -0.934
C -5.78 4.05 0.78 -0.221
C -4.33 4.00 1.24 -0.767
C -3.95 2.73 1.89 0.151
C -4.83 3.34 4.28 -0.910
H -3.08 -1.53 3.63 0.181
H -3.86 -1.13 5.17 0.488
H -2.22 -1.07 5.00 0.551
H -2.48 0.93 3.29 -0.486
H -3.06 1.21 4.90 0.294
H -5.42 0.59 4.16 0.621
H -4.83 0.36 2.50 0.128
H -6.39 1.57 1.68 0.422
H -7.03 2.17 3.27 0.314
H -7.74 3.51 1.35 0.533
H -6.95 4.40 2.65 0.400
H -5.88 3.31 -0.02 -0.163
H -6.11 5.03 0.45 0.438
H -3.68 4.34 0.43 0.373
H -4.29 4.78 2.00 0.395
H -3.91 1.91 1.18 -0.009
H -2.95 2.71 2.32 -0.181
H -5.13 4.36 4.06 0.443
H -3.77 3.43 4.55 0.278
H -5.40 2.93 5.12 0.317
C -1.58 -5.02 -1.73 -0.795
C -1.37 -5.29 -0.25 1.564
C -1.69 -6.72 0.16 -1.247
N -1.44 -7.11 1.63 0.338
C -0.01 -6.71 2.12 0.902
C 1.11 -7.57 1.50 -0.685
C 0.84 -9.13 1.57 -0.820
C -0.63 -9.43 1.09 -0.803
C -1.69 -8.67 1.79 -0.531
C -2.53 -6.55 2.57 -0.987
H -1.48 -3.96 -1.97 -0.562
H -2.54 -5.32 -2.13 0.652
H -0.91 -5.68 -2.30 0.197
H -2.01 -4.61 0.30 -0.005
H -0.40 -4.93 0.09 -0.599
H -1.11 -7.43 -0.42 0.426
H -2.70 -7.10 0.01 0.462
H 0.17 -5.65 1.93 -1.216
H -0.07 -6.79 3.21 0.541
H 1.26 -7.19 0.49 0.186
H 2.07 -7.26 1.91 0.491
H 1.46 -9.61 0.82 0.383
H 0.97 -9.58 2.56 0.335
H -0.74 -9.35 0.00 0.326
H -0.86 -10.49 1.15 0.491
H -2.69 -9.01 1.50 0.478
H -1.61 -8.95 2.84 0.425
H -2.39 -6.87 3.60 0.451
H -3.41 -6.99 2.11 0.486
H -2.39 -5.47 2.53 0.204
C -1.12 -2.38 1.88 -1.319
C -0.68 -1.69 0.60 2.744
C -1.45 -0.44 0.26 -0.513
N -1.19 0.09 -1.17 0.947
C -1.88 1.51 -1.29 0.048
C -1.17 2.60 -0.53 0.974
C 0.31 2.72 -0.87 -0.267
C 1.03 1.36 -0.68 0.791
C 0.34 0.18 -1.50 -0.712
C -1.88 -0.89 -2.19 -0.779
H -0.61 -3.33 2.03 -0.634
H -2.18 -2.61 1.92 0.737
H -0.79 -1.89 2.79 0.357
H -0.82 -2.35 -0.26 -0.792
H 0.34 -1.33 0.76 -1.034
H -1.31 0.31 1.04 -0.140
H -2.52 -0.65 0.28 0.546
H -2.92 1.42 -1.00 -0.469
H -1.92 1.68 -2.36 0.342
H -1.34 2.52 0.54 -1.255
H -1.67 3.54 -0.75 0.821
H 0.77 3.47 -0.22 -0.006
H 0.51 3.06 -1.89 -0.082
H 0.93 0.99 0.35 -1.174
H 2.08 1.47 -0.92 0.773
H 0.79 -0.79 -1.29 0.240
H 0.44 0.40 -2.56 0.493
H -1.70 -0.44 -3.17 0.650
H -2.97 -0.92 -2.07 -0.211
H -1.35 -1.84 -2.09 -0.252
O 3.24 -4.14 -0.39 -0.338
C 2.55 -4.04 -1.50 0.377
O 2.14 -5.14 -1.93 -0.917
O 2.22 -2.91 -1.98 -0.308
H 3.33 -5.09 -0.51 0.207
O -0.28 -4.98 6.48 -0.669
C -1.11 -4.29 5.77 0.663
O -0.89 -4.59 4.57 -0.784
O -1.85 -3.46 6.28 -0.730
H -0.26 -5.02 5.52 0.603
C -6.10 0.27 -1.12 -0.438
O -5.46 1.37 -1.80 -0.097
O -5.28 -0.08 -0.01 -0.819
C -7.58 0.70 -1.11 0.673
F -8.32 -0.31 -0.61 -0.361
F -7.81 1.63 -0.25 -0.186
F -8.01 1.05 -2.32 -0.272
C -5.09 1.25 -3.16 0.938
C -4.67 2.63 -3.65 -1.881
H -5.45 3.11 -4.23 0.445
H -4.30 3.35 -2.91 0.251
H -3.83 2.58 -4.35 0.444
H -5.90 0.97 -3.83 0.341
H -4.21 0.63 -3.34 -0.397
H -6.12 -0.59 -1.79 0.578
C 0.28 3.25 4.73 -0.217
O 0.60 4.53 5.37 -0.351
O -1.05 3.02 5.13 -0.770
C 0.60 3.25 3.12 0.629
F -0.07 4.02 2.30 -0.294
F 1.86 3.57 2.83 -0.312
F 0.37 2.04 2.60 -0.063
C 2.02 4.92 5.57 0.363
C 2.00 6.28 6.33 -1.402
H 1.47 7.07 5.81 0.310
H 1.49 6.26 7.29 0.395
H 3.02 6.63 6.49 0.392
H 2.63 5.05 4.68 -0.201
H 2.61 4.25 6.20 0.307
H 0.97 2.52 5.15 0.145
C -5.06 -1.94 -5.62 0.331
F -6.11 -2.75 -5.43 -0.210
F -5.08 -1.42 -6.84 -0.212
F -5.09 -0.97 -4.73 -0.209
S -3.45 -2.85 -5.35 1.131
O -3.41 -3.87 -6.35 -0.667
O -2.38 -1.87 -5.46 -0.617
O -3.54 -3.44 -4.00 -0.692
C 0.81 4.93 -4.80 0.479
F 0.54 6.22 -5.08 -0.229
F 1.75 4.48 -5.66 -0.230
F 1.34 4.85 -3.53 -0.242
S -0.84 3.91 -4.89 1.007
O -1.39 4.21 -6.24 -0.664
O -0.43 2.54 -4.79 -0.589
O -1.74 4.29 -3.81 -0.599
```

Output
* orbital gap: 5.039 eV

***

# 2
Molecular formula: C10H13Cl5GaNO2S3
Method: DFT, ωB97M-V with the def2-TZVPD basis set

Geometry as XYZ:
```
35
Properties=species:S:1:pos:R:3:nbo_charge:R:1
Ga 0.41 0.69 0.07 1.189
C 0.59 -1.33 -2.65 -0.527
C -0.31 -0.13 -2.93 -0.547
S -1.35 0.55 -1.61 0.381
C -2.38 -0.81 -0.97 -0.551
C -1.72 -1.95 -0.19 -0.542
S -0.63 -1.41 1.18 0.376
C 0.77 -2.56 1.06 -0.541
C 1.42 -2.74 -0.30 -0.554
S 1.74 -1.20 -1.23 0.365
H 1.24 -1.44 -3.52 0.280
H 0.02 -2.26 -2.55 0.233
H -0.97 -0.38 -3.76 0.274
H 0.29 0.73 -3.23 0.284
H -2.91 -1.23 -1.82 0.279
H -3.11 -0.29 -0.35 0.267
H -1.15 -2.61 -0.84 0.236
H -2.51 -2.53 0.28 0.280
H 0.43 -3.53 1.43 0.275
H 1.48 -2.15 1.79 0.255
H 0.87 -3.42 -0.94 0.244
H 2.41 -3.17 -0.13 0.281
Cl 2.12 1.37 1.73 0.125
C 2.30 2.86 0.73 -0.309
Cl 0.80 3.77 0.78 0.103
C 2.52 2.38 -0.74 0.752
O 3.50 2.69 -1.33 -0.471
O 1.53 1.61 -1.15 -0.886
H 3.13 3.46 1.10 0.297
Cl -0.34 2.89 4.56 0.113
C -1.88 2.69 3.69 -0.252
Cl -3.05 1.81 4.66 0.152
Cl -2.51 4.27 3.18 0.139
C -1.54 1.95 2.48 0.462
N -1.22 1.40 1.53 -0.462
```

Output
* charge: +2
* orbital gap: 8.845 eV

***

# 3
Molecular formula: C5H11N3
Method: DFT, ωB97M-V with the def2-TZVPD basis set

Geometry as XYZ:
```
19
Properties=species:S:1:pos:R:3:nbo_charge:R:1
C 0.80 -1.27 0.39 -0.600
C 0.83 -0.02 -0.49 -0.214
C -0.25 -0.35 -1.30 0.033
C -1.08 0.01 0.08 -0.308
C -0.27 1.30 2.48 -0.183
H 1.93 -1.25 0.86 0.241
H 0.29 -2.42 -0.37 0.208
H -0.19 -1.07 1.35 0.224
H 1.77 0.31 -1.10 0.189
H -0.03 -1.64 -1.70 0.174
H 0.61 1.15 -2.47 0.345
H -0.37 -0.19 -3.41 0.370
H -1.78 0.76 -0.34 0.243
H -1.29 -0.72 0.84 0.213
H 0.22 1.73 3.58 0.223
H -1.56 0.99 2.35 0.197
N -0.49 0.57 -2.51 -0.835
N 0.15 0.94 0.22 -0.269
N 0.71 1.17 1.54 -0.251
```

Output
* orbital gap: 9.736 eV

***

# 4
Molecular formula: C6H10
Method: DFT, ωB97M-V with the def2-TZVPD basis set

Geometry as XYZ:
```
16
Properties=species:S:1:pos:R:3:nbo_charge:R:1
C 2.06 0.41 -0.08 -0.648
C 1.33 -0.81 0.41 -0.153
C 0.51 -0.73 1.66 -0.135
C -0.33 -0.93 0.63 -0.270
C -1.68 -0.41 0.21 -0.409
C -1.59 0.93 -0.54 -0.604
H 1.55 1.32 0.24 0.228
H 3.06 0.40 0.38 0.239
H 2.19 0.42 -1.17 0.217
H 0.25 -1.21 -0.43 0.245
H 1.79 -1.77 0.16 0.219
H -2.24 -0.28 1.13 0.235
H -2.21 -1.14 -0.41 0.206
H -0.97 0.84 -1.45 0.199
H -2.58 1.27 -0.85 0.216
H -1.14 1.69 0.09 0.214
```

Output
* orbital gap: 9.588 eV

***

# 5
Molecular formula: C43H38GeN3O2STc
Method: DFT, ωB97M-V with the def2-TZVPD basis set

Geometry as XYZ:
```
89
Properties=species:S:1:pos:R:3:lowdin_spin:R:1
Tc 0.96 -1.41 -0.92 1.676
O -2.00 1.17 -0.02 0.008
C -1.27 0.17 -0.18 0.009
O -0.43 0.04 -1.12 0.036
C -1.38 -0.98 0.77 0.001
C -2.34 -1.06 1.77 0.000
C -2.34 -2.16 2.56 -0.001
C -1.39 -3.18 2.36 0.000
C -1.33 -4.35 3.17 0.000
C -0.40 -5.31 2.93 0.001
C 0.53 -5.16 1.87 0.000
C 0.51 -4.05 1.08 0.012
C -0.45 -3.04 1.31 0.005
N -0.48 -1.91 0.52 0.006
H -3.05 -0.25 1.89 0.000
H -3.07 -2.27 3.36 0.000
H -2.04 -4.45 3.99 0.000
H -0.36 -6.19 3.56 0.000
H 1.26 -5.94 1.69 0.000
H 1.23 -3.94 0.29 0.008
C 1.22 -0.84 -4.28 0.003
C 2.53 -0.72 -3.54 0.014
C 3.70 -0.52 -4.29 -0.003
C 4.89 -0.29 -3.66 0.016
C 4.93 -0.20 -2.25 0.000
C 6.11 0.16 -1.56 0.012
C 6.09 0.31 -0.21 -0.003
C 4.89 0.09 0.50 0.013
C 3.75 -0.29 -0.14 0.008
S 2.26 -0.58 0.77 0.084
C 3.74 -0.43 -1.54 0.013
N 2.56 -0.76 -2.20 0.001
H 1.29 -0.30 -5.22 0.000
H 0.41 -0.42 -3.69 0.001
H 1.00 -1.88 -4.50 0.001
H 3.64 -0.55 -5.37 0.000
H 5.80 -0.15 -4.23 0.001
H 7.02 0.33 -2.13 0.001
H 6.99 0.61 0.33 0.000
H 4.87 0.22 1.58 0.000
C 1.88 3.19 -3.99 0.000
C 0.61 3.26 -4.55 0.000
C -0.52 3.06 -3.75 0.000
C -0.36 2.79 -2.39 0.000
C 0.92 2.72 -1.83 0.000
C 2.03 2.92 -2.63 0.000
Ge -1.95 2.70 -1.34 0.000
C -2.09 4.09 -0.08 0.000
C -1.27 5.21 -0.24 0.000
C -1.39 6.28 0.64 0.000
C -2.33 6.24 1.66 0.000
C -3.16 5.13 1.82 0.000
C -3.04 4.05 0.96 0.000
C -3.46 2.04 -2.29 0.000
C -4.74 2.50 -2.00 0.000
C -5.83 1.97 -2.69 0.000
C -5.64 0.99 -3.66 0.000
C -4.36 0.53 -3.94 0.000
C -3.26 1.05 -3.26 0.000
H 2.75 3.36 -4.62 0.000
H 0.48 3.48 -5.61 0.000
H -1.51 3.12 -4.19 0.000
H 1.05 2.53 -0.77 0.000
H 3.03 2.89 -2.20 0.000
H -0.54 5.25 -1.04 0.000
H -0.74 7.14 0.53 0.000
H -2.43 7.08 2.34 0.000
H -3.89 5.10 2.61 0.000
H -3.66 3.17 1.10 0.000
H -4.90 3.27 -1.26 0.000
H -6.83 2.32 -2.47 0.000
H -6.49 0.59 -4.20 0.000
H -4.21 -0.23 -4.71 0.000
H -2.26 0.69 -3.48 0.000
C -1.39 -5.78 -2.75 0.003
C -1.83 -4.36 -3.15 0.004
C -1.90 -4.22 -4.68 0.002
C -3.18 -4.00 -2.50 0.001
C -0.83 -3.41 -2.61 0.042
N -0.06 -2.69 -2.17 0.025
H -2.16 -6.49 -3.07 0.001
H -1.28 -5.86 -1.66 0.000
H -0.45 -6.05 -3.22 0.000
H -2.65 -4.91 -5.06 0.000
H -0.95 -4.46 -5.15 0.000
H -2.19 -3.20 -4.97 0.000
H -3.95 -4.67 -2.89 0.000
H -3.47 -2.97 -2.74 0.000
H -3.14 -4.11 -1.41 0.000
```

Output
* charge: +2
* orbital gap (spin up / spin down): 6.868 / 6.937 eV
* 2S+1: 3

***

What did we get for total energy? Answer: -166584.3776; -163644.8178; -9821.4348; -6378.9570; -123312.9899 eV, in the order shown.
What did we get for relative energy (zero: lowest compared OMol25 entry of this formula, charge and spin)? Answer: 8.786; 0.165; 12.471; 4.903; 0.000 eV, in the order shown.